{"formula": "C34H57N16O5PS", "method": "ωB97M-V/def2-TZVPD", "mol_weight_g_mol": 832.98, "orbital_gap_ev": 8.54, "max_force_ev_per_a": 2.6, "lumo_energy_ev": -0.10, "charge": 0, "energy_ev": -90379.880, "e_homo_ev": -8.64, "species": ["C", "P", "O", "C", "O", "S", "O", "O", "O", "C", "C", "C", "C", "C", "N", "C", "N", "N", "H", "H", "H", "H", "H", "H", "H", "H", "H", "H", "H", "H", "H", "H", "H", "H", "H", "H", "C", "C", "N", "H", "H", "H", "C", "C", "N", "H", "H", "H", "C", "C", "N", "H", "H", "H", "C", "C", "N", "H", "H", "H", "C", "C", "N", "H", "H", "H", "C", "C", "N", "H", "H", "H", "C", "C", "N", "H", "H", "H", "C", "C", "N", "H", "H", "H", "C", "C", "N", "H", "H", "H", "C", "C", "N", "H", "H", "H", "C", "C", "N", "H", "H", "H", "C", "C", "N", "H", "H", "H", "C", "C", "N", "H", "H", "H"], "xyz": [[-2.45051, -2.32916, 3.47750], [-2.92304, -1.77585, 1.81006], [-2.21097, -2.88620, 0.82444], [-2.11599, -0.12451, 1.39569], [-1.22274, -0.03961, 0.26984], [-1.05218, 1.57188, 0.14142], [0.20390, 1.93815, -0.34751], [-2.07471, 1.95931, -0.74370], [-1.33253, 2.01289, 1.66087], [-1.44024, 0.73261, 2.42034], [-0.00507, 0.49067, 2.81019], [0.35271, -0.91555, 3.23037], [1.82705, -1.00348, 3.52429], [2.63675, -1.35857, 2.31276], [2.73213, -2.79838, 2.00665], [1.67435, -3.30310, 1.30643], [0.96742, -4.22433, 1.74597], [1.39942, -2.69786, 0.06652], [-3.23448, -2.91758, 3.89015], [-1.60350, -2.99379, 3.41441], [-2.19180, -1.54725, 4.16584], [-1.43356, -2.51380, 0.38934], [-2.96589, 0.45213, 1.06215], [-2.03798, 0.87241, 3.29843], [0.17505, 1.13493, 3.65324], [0.70436, 0.78765, 2.05443], [-0.16789, -1.17209, 4.13505], [0.00354, -1.60454, 2.48201], [2.02626, -1.68507, 4.32730], [2.14430, -0.02171, 3.83581], [3.62443, -1.01963, 2.50138], [2.29671, -0.82320, 1.45203], [2.89526, -3.33276, 2.84070], [0.25007, -4.46036, 1.07229], [2.12234, -2.04116, -0.18260], [1.31087, -3.40409, -0.64129], [2.57834, 3.06374, 2.27803], [3.49812, 1.93986, 2.17223], [4.22764, 1.05922, 2.09460], [2.62920, 3.69711, 1.41346], [1.54970, 2.71314, 2.37423], [2.80150, 3.67460, 3.14346], [-1.04861, -2.35753, -2.82200], [-0.20243, -3.53978, -2.80628], [0.46993, -4.46525, -2.81340], [-0.84504, -1.73795, -3.69315], [-2.10193, -2.62912, -2.84354], [-0.88555, -1.73957, -1.94321], [-2.62379, -7.18970, -2.20097], [-1.84404, -6.62204, -1.11617], [-1.22168, -6.17252, -0.27082], [-3.68330, -7.20542, -1.95357], [-2.50049, -6.60968, -3.11351], [-2.31425, -8.21115, -2.41094], [2.52165, 2.04731, -2.51481], [3.94499, 1.94040, -2.25523], [5.06654, 1.85282, -2.05194], [1.93393, 2.04570, -1.58941], [2.28551, 2.96950, -3.04572], [2.17387, 1.21844, -3.12961], [-6.03417, -1.88085, 5.77010], [-4.62628, -1.78317, 6.10917], [-3.51584, -1.72046, 6.37007], [-6.64216, -2.00886, 6.66298], [-6.37539, -0.98360, 5.25818], [-6.21686, -2.73053, 5.11468], [0.85526, 5.91871, -2.48379], [1.98502, 6.01404, -3.39077], [2.87618, 6.08457, -4.10389], [-0.08475, 5.96940, -3.03267], [0.86887, 4.97703, -1.93680], [0.85559, 6.72470, -1.74473], [-1.43170, -5.82639, 5.52598], [-2.51491, -5.55587, 4.60116], [-3.36314, -5.33112, 3.86897], [-1.51814, -6.82576, 5.94733], [-0.46903, -5.75496, 5.02131], [-1.43521, -5.11296, 6.34816], [0.87492, -1.04278, -6.29170], [1.59710, -0.49424, -5.15584], [2.16146, -0.06510, -4.25962], [-0.19894, -1.03692, -6.11407], [1.06606, -0.46296, -7.19190], [1.17637, -2.07019, -6.48527], [-3.54643, 2.36535, -3.54903], [-4.31013, 1.91410, -4.69965], [-4.90701, 1.56391, -5.61002], [-4.04480, 3.19169, -3.04742], [-3.41771, 1.56852, -2.82107], [-2.55408, 2.70544, -3.84155], [-1.85467, 3.35501, -7.52895], [-0.92424, 3.92139, -6.56758], [-0.18218, 4.35166, -5.81165], [-2.88490, 3.60226, -7.28035], [-1.65800, 3.72470, -8.53295], [-1.77693, 2.27032, -7.55642], [4.71806, 7.28018, 0.88281], [3.71850, 6.48919, 1.57037], [2.92276, 5.85745, 2.09285], [5.32576, 6.65047, 0.23617], [4.25006, 8.04459, 0.26538], [5.37839, 7.77649, 1.59131], [-2.60013, 7.37478, -0.34793], [-1.17268, 7.26583, -0.10598], [-0.04901, 7.17680, 0.08326], [-3.15531, 7.36645, 0.58743], [-2.83732, 8.29943, -0.86971], [-2.95678, 6.54578, -0.95599], [5.55734, -5.08127, 0.56849], [5.64735, -6.34726, 1.27494], [5.71822, -7.34320, 1.83067], [5.41595, -5.23482, -0.49930], [4.71918, -4.48746, 0.93337], [6.46267, -4.49214, 0.69874]], "atomic_forces_ev_per_a": [[1.0973, 0.2501, -0.5464], [-1.5698, -0.6922, -0.1527], [0.2777, 0.7158, -0.1494], [0.0561, -0.6676, 0.4390], [0.9725, 0.6696, 0.4658], [-0.8173, -0.4697, -0.9251], [2.4409, -0.0157, 0.8231], [-2.2568, 0.8488, -0.1234], [-0.2120, -0.3887, -1.1355], [0.8784, 0.4017, -0.2367], [0.0896, -0.9799, 0.6256], [-0.5383, 0.1769, 0.6108], [-0.4087, 0.0207, -0.7249], [1.0134, -0.8210, 0.4121], [0.4634, 1.0876, 0.0566], [-0.3060, 0.5795, -0.8555], [-0.9752, -1.7844, 1.0278], [0.2314, 0.6678, 0.1325], [-0.8363, -0.1938, 0.1062], [0.5039, -0.2155, -0.1299], [-0.1282, 0.4786, 0.2994], [0.4309, -0.3146, 0.0135], [-0.7419, 0.0306, 0.1942], [-0.5756, 0.4380, 0.2825], [0.1990, 0.4896, 0.3811], [-0.0525, 0.1580, -0.6168], [-0.4391, -0.0696, 0.3944], [0.1647, -0.5580, -0.4097], [0.1851, -0.4629, 0.4764], [0.3289, 0.4103, 0.3793], [0.8805, 0.2160, -0.1061], [-0.2266, 0.3209, -0.6079], [-0.1464, -0.2611, 0.2843], [-0.2459, -0.4571, -0.0350], [0.1295, 0.0523, -0.3339], [-0.1342, -0.2172, -0.3792], [-0.3600, -0.4695, 0.2884], [-0.1783, 0.2544, 0.0059], [0.2860, 0.1210, -0.0119], [0.1184, 0.1103, -0.3764], [0.1002, -0.0413, -0.0369], [0.1551, 0.0000, 0.0783], [-0.3041, 0.2984, -0.0032], [-0.2763, 0.4404, -0.0837], [0.3027, -0.3811, 0.0028], [0.1238, -0.0809, -0.0614], [-0.0112, -0.1520, 0.0161], [0.1623, -0.0371, 0.1598], [-0.2530, -0.1638, -0.2980], [-0.2182, -0.1766, -0.3641], [0.3330, 0.3140, 0.4670], [-0.0011, 0.0472, 0.1168], [0.1027, 0.0869, 0.0379], [0.0979, -0.0190, 0.0786], [-0.7000, 0.5359, 0.4965], [-0.6931, 0.0666, -0.1260], [0.6895, -0.0693, 0.1259], [0.4406, 0.0371, -0.1353], [0.2109, 0.1292, -0.0333], [0.3577, 0.5716, 0.5568], [-0.4186, -0.0415, -0.1236], [-0.5123, -0.0685, -0.0540], [0.5713, 0.1027, 0.2467], [0.0866, -0.0003, 0.0968], [0.1015, 0.0694, -0.0094], [0.1357, -0.0498, -0.0211], [-0.2634, 0.1241, 0.2177], [-0.3719, -0.1020, 0.2273], [0.4529, 0.0747, -0.2924], [0.0698, -0.0181, -0.1642], [0.1138, -0.0528, -0.0211], [0.2627, -0.2304, -0.3596], [0.4136, -0.0714, 0.2632], [0.2982, -0.1364, 0.2511], [-0.5181, 0.0170, -0.2902], [-0.0969, -0.0433, -0.0605], [-0.0484, 0.0261, -0.1308], [-0.1100, 0.0819, -0.0377], [-0.1615, -0.1415, -0.3057], [-0.3090, -0.2165, -0.4741], [0.1564, -1.0295, -0.4829], [-0.0152, 0.0569, 0.1078], [0.0920, 0.1019, 0.0386], [0.0937, -0.0232, 0.1030], [0.2300, 0.0872, 0.3088], [0.2703, 0.2001, 0.3702], [-0.2461, -0.1775, -0.4900], [-0.1102, 0.0074, -0.0510], [-0.0470, -0.0680, -0.0191], [0.0060, -0.0177, -0.1165], [-0.3056, -0.1479, -0.3186], [-0.2758, -0.2179, -0.3289], [0.2623, 0.2087, 0.4707], [0.0140, 0.0506, 0.1254], [0.1216, 0.1027, 0.0237], [0.0734, -0.0351, 0.1031], [0.3549, 0.2717, -0.2427], [0.2447, 0.2423, -0.2493], [-0.3675, 0.1736, 0.3459], [-0.0330, -0.0939, 0.0031], [-0.1188, -0.0380, 0.0197], [-0.0428, -0.0465, 0.0947], [-0.4124, 0.0257, -0.0778], [-0.4886, 0.0501, 0.0446], [0.3641, 0.1105, 0.3491], [0.0897, -0.0126, 0.0909], [0.1139, 0.0574, -0.0144], [0.1065, -0.0723, -0.0161], [-0.0909, 0.4161, -0.1872], [-0.0274, 0.4386, -0.2672], [0.0483, -0.5186, 0.3003], [-0.0149, -0.1545, -0.0078], [-0.0342, -0.0603, 0.0797], [0.0750, -0.0780, 0.0952]], "mulliken_charge": [-0.59, -0.58, -0.18, -0.23, -0.14, 0.06, -0.20, -0.61, -0.40, -0.39, 0.08, 0.61, -0.80, -1.29, -0.08, 0.10, -0.73, -0.10, 0.39, 0.15, 0.24, 0.18, 0.78, 0.83, 0.47, -0.38, 0.17, -0.43, 0.48, 0.36, 0.48, 0.32, 0.38, 0.24, 0.21, 0.19, -0.57, 0.53, -0.49, 0.19, 0.00, 0.42, 0.22, 0.36, -0.50, -0.01, 0.36, -0.41, -0.90, 0.41, -0.37, 0.29, 0.25, 0.30, 1.00, 0.23, -0.49, -0.38, 0.05, -0.13, -0.89, 0.47, -0.44, 0.34, 0.27, 0.28, -0.36, 0.23, -0.47, 0.30, 0.04, 0.33, -0.88, 0.55, -0.48, 0.34, 0.26, 0.27, -0.93, 0.34, -0.43, 0.26, 0.33, 0.31, -0.37, 0.21, -0.41, 0.27, 0.13, 0.19, -0.87, 0.42, -0.36, 0.27, 0.32, 0.23, -0.84, 0.44, -0.46, 0.28, 0.27, 0.30, -0.84, 0.47, -0.47, 0.31, 0.31, 0.21, -0.45, 0.34, -0.37, 0.26, -0.05, 0.28]}